[1]
DFT (ωB97M-V with the def2-TZVPD basis set) results for a molecular structure, C9H20BrNPt at a distorted geometry.

E_HOMO (alpha / beta)   -0.6321 / -0.6321 Eh
Net charge   +2
LUMO (alpha / beta)   -10.341 / -12.140 eV
Spin multiplicity   3
Orbital gap (alpha / beta)   6.9 / 5.1 eV
Strongest force on any atom   3.4 eV/Å
DFT total energy   -3102.201647 a.u.
Energy above the lowest of the compared OMol25 structures with the same formula, charge and spin   30.8 kcal per mole

The geometry in XYZ format:
```
32
C9H20BrNPt ωB97M-V with the def2-TZVPD basis set
Pt -4.81796 2.88248 -3.33979
Br -3.15827 2.67117 -1.41076
N 0.29961 -0.18456 -0.30001
C 1.07701 -0.59372 -1.60811
C 1.06213 -0.84592 0.94526
C 0.80100 -2.37548 1.15037
C -0.66365 -2.77710 1.07324
C 1.24786 2.21507 0.22924
C -1.13037 -0.81089 -0.39556
C 0.04541 1.33032 -0.09450
C -1.22757 -2.31330 -0.31374
C 0.81177 3.60384 0.88743
H 0.71074 -0.06542 -2.48836
H 1.69389 4.02844 1.36669
H 1.78111 2.32582 -0.71494
H 0.44823 4.19587 0.04753
H -1.25557 -2.52756 1.95385
H -0.64708 -3.86662 1.04530
H 0.03125 3.35540 1.60657
H -0.44145 1.69360 -0.99953
H -0.68796 1.41746 0.70717
H 1.44609 -2.78060 1.93001
H -2.27615 -2.60987 -0.33883
H -1.68233 -0.57141 0.51333
H 0.57407 -0.34532 1.78150
H 2.12053 -0.31322 -1.46494
H 2.09741 -0.50562 0.96735
H 0.93124 -1.67248 -1.66416
H -1.68488 -0.33795 -1.20608
H 1.38704 -2.83397 0.35385
H 1.88903 1.58129 0.84188
H -0.78219 -2.96977 -1.06126
```

[2]
DFT (ωB97M-V with the def2-TZVPD basis set) results for 2 unconnected molecules or ions with the total composition C9H20Cl2F3N2O3P2.

E_HOMO   -0.0697 Eh
Net charge   -1
LUMO   1.839 eV
Spin multiplicity   1
Orbital gap   3.7 eV
Strongest force on any atom   0.3 eV/Å
DFT total energy   -2592.817883 a.u.

The geometry in XYZ format:
```
41
C9H20Cl2F3N2O3P2 ωB97M-V with the def2-TZVPD basis set
Cl -0.11245 -0.08009 2.49763
Cl -2.45783 0.47239 0.27146
P 0.86342 -0.28306 -0.43340
P -0.10604 1.03434 -2.13490
F 0.97474 -2.32554 -2.12077
F -1.03470 -1.50687 -1.98275
F -0.30246 -2.81124 -0.44438
O 1.47095 -1.41935 0.64998
O 0.57920 0.28474 -3.45557
O -5.57222 -2.52024 1.94185
N 4.26900 0.12209 0.85436
N 0.86831 2.45851 -1.94629
C 0.04146 -1.83399 -1.26009
C 2.65297 0.08978 -0.97698
C 0.13272 0.80812 0.96451
C -1.53892 2.54499 1.78749
C 3.51524 2.26191 0.16140
C -3.90827 -3.99300 0.95502
C 3.51512 0.76284 0.05953
C -4.46719 -2.56962 1.19639
C -1.13598 1.59208 0.65787
H 2.68195 0.62161 -1.92342
H -3.66546 -4.45700 1.91616
H 0.34362 3.28350 -2.21139
H -3.59353 -1.98254 1.61464
H -2.29841 2.09104 2.41842
H -4.58568 -2.12635 0.15574
H 4.22500 -0.88296 0.67691
H 2.13831 -1.05231 1.24355
H 4.35713 2.56447 0.77965
H -0.67756 2.80941 2.40280
H -1.95122 3.46087 1.36376
H 3.05409 -0.90868 -1.14347
H -3.00305 -3.98455 0.33020
H -0.95668 2.19744 -0.23091
H 1.49389 0.52045 -3.63315
H 0.93172 1.52092 1.18145
H -4.66939 -4.60508 0.46072
H 1.75806 2.47842 -2.42735
H 3.57877 2.72807 -0.82118
H 2.59141 2.63447 0.60450
```

[3]
DFT (ωB97M-V with the def2-TZVPD basis set) results for a molecular structure, C9H20F6N6O2SbZn at a distorted geometry.

E_HOMO (alpha / beta)   -0.5861 / -0.5848 Eh
Net charge   +2
LUMO (alpha / beta)   -6.154 / -10.637 eV
Spin multiplicity   2
Orbital gap (alpha / beta)   9.8 / 5.3 eV
Strongest force on any atom   1.8 eV/Å
DFT total energy   -3452.364623 a.u.

The geometry in XYZ format:
```
45
C9H20F6N6O2SbZn ωB97M-V with the def2-TZVPD basis set
Sb -1.54717 -0.81633 3.19731
Zn -1.32920 0.77295 0.46902
F -0.22698 -1.41521 4.39782
F -2.67812 -0.24179 4.53358
F -0.45124 -1.13026 1.65099
F -0.81309 0.90070 2.95443
F -2.62481 -0.11725 1.72574
F -2.31333 -2.49707 2.95763
O -1.54156 -0.26629 -1.16812
O 0.29897 -1.52744 -1.07619
N 2.83388 2.29679 1.02510
N 0.91732 1.11524 0.51296
N -1.31879 2.77875 0.48585
N 0.92420 3.47064 0.45944
N -0.73966 5.04665 0.32354
N -0.92769 -3.77802 -1.27697
C 3.35170 3.44252 1.77485
C -1.76115 -2.57266 -1.63493
C -0.89992 -1.34376 -1.26258
C -0.86895 -3.62256 -3.63239
C 1.51656 2.26068 0.61730
C -0.45743 3.72592 0.43874
C -1.99414 -2.67979 -3.15962
C 3.70041 1.15744 0.76971
C -0.79706 -4.64699 -2.51719
H 2.56520 3.90581 2.34828
H 4.68877 1.53335 0.47973
H -1.68571 -5.30050 -2.50193
H -1.32881 -4.29786 -0.50371
H 0.00059 -3.42879 -1.01997
H 3.29702 0.55615 -0.02673
H 0.04803 -5.30766 -2.41856
H -2.96878 -3.06437 -3.31922
H 1.53562 4.20303 0.08698
H -1.95518 -1.70006 -3.61571
H 4.16082 3.07983 2.39830
H 3.83091 0.56074 1.67531
H -0.08061 5.71812 0.70984
H -2.26202 3.14210 0.58240
H 0.08121 -3.11153 -3.71227
H 3.78687 4.15573 1.06703
H -1.08139 -4.06660 -4.60072
H -1.70855 5.32324 0.20581
H -2.65604 -2.49363 -1.04974
H 1.47928 0.28000 0.64883
```

[4]
DFT (ωB97M-V with the def2-TZVPD basis set) results for a molecular structure, C9H20N3 at a distorted geometry.

E_HOMO (alpha / beta)   -0.4696 / -0.4695 Eh
Net charge   +1
LUMO (alpha / beta)   -3.862 / -3.863 eV
Spin multiplicity   1
Orbital gap (alpha / beta)   8.9 / 8.9 eV
Strongest force on any atom   7.1 eV/Å
DFT total energy   -518.701187 a.u.
Energy above the lowest of the compared OMol25 structures with the same formula, charge and spin   146.3 kcal per mole

The geometry in XYZ format:
```
32
C9H20N3 ωB97M-V with the def2-TZVPD basis set
N 0.78509 -1.39127 0.68942
N 0.34777 -0.11880 1.04787
N 0.02380 0.39702 -0.10788
C -1.03285 2.08559 -1.42633
C 0.33005 -0.54140 -0.97588
C -1.48501 1.90420 0.97204
C -1.69125 -1.89705 -1.68518
C -0.46312 1.76996 -0.12573
C 1.91882 -2.83966 2.29066
C 2.01533 -1.82849 1.12688
C 0.75546 2.64085 -0.00686
C -0.44123 -1.12139 -2.12743
H 2.56259 -0.95295 1.28719
H 1.58151 2.26501 -0.56268
H 1.20100 -3.60872 2.08460
H 0.29630 -1.74656 -2.59120
H -0.95461 3.18885 -1.70707
H -0.56708 -0.35776 -2.99079
H 2.38614 -2.31920 0.19225
H 1.13791 2.65080 1.06600
H 0.28714 3.65326 0.09230
H -2.38154 -2.08780 -2.39562
H -2.41289 1.34648 0.85807
H -1.92765 2.90220 0.91149
H -1.47272 -2.69244 -0.90661
H -2.02632 1.57761 -1.66439
H -0.38277 1.65435 -2.10069
H -1.16815 1.76769 1.96821
H 0.64849 0.35719 1.93296
H -2.23608 -1.16501 -0.98052
H 2.92096 -3.09362 2.69100
H 1.44491 -2.39893 3.14392
```

[5]
DFT (ωB97M-V with the def2-TZVPD basis set) results for a molecular structure, C9H21AgClN3O3 at a distorted geometry.

E_HOMO (alpha / beta)   0.0298 / -0.2056 Eh
Net charge   -1
LUMO (alpha / beta)   2.887 / 2.919 eV
Spin multiplicity   2
Orbital gap (alpha / beta)   2.1 / 8.5 eV
Strongest force on any atom   3.3 eV/Å
DFT total energy   -1352.681534 a.u.
Energy above the lowest of the compared OMol25 structures with the same formula, charge and spin   51.7 kcal per mole

The geometry in XYZ format:
```
38
C9H21AgClN3O3 ωB97M-V with the def2-TZVPD basis set
Ag 0.28092 -1.79850 0.10773
Cl 1.45097 -1.34442 2.59254
O -2.16462 -2.09753 -0.00640
O 2.66349 -1.64281 -0.71818
O -0.34996 0.06502 -1.12235
N -3.22642 -1.65270 1.93937
N 2.93772 0.15267 -1.90476
N 0.54071 1.21828 0.47979
C -4.40536 -1.69160 -0.24957
C -1.19608 2.28739 -0.87507
C -0.37874 1.14448 -0.50176
C 3.44284 -0.86192 -1.22630
C 4.93940 -0.99762 -1.14722
C -4.51858 -1.58804 2.69157
C 3.61367 1.41546 -2.26169
C -3.17043 -1.81818 0.56683
C 0.89316 2.31754 1.43396
H -0.46641 3.09434 -0.94234
H -4.22101 -1.77062 -1.32096
H -4.36245 -0.95608 3.56584
H 4.60871 1.57178 -1.84510
H 2.99342 2.21169 -1.85011
H 5.45262 -0.24151 -1.74135
H -4.82142 -2.55196 3.10052
H -5.29022 -1.15097 2.05782
H 0.90782 1.87220 2.42872
H 5.31533 -0.85045 -0.13474
H 1.94499 2.57905 1.31827
H 1.00337 0.35263 0.71792
H -4.88232 -0.71576 -0.15818
H 1.93101 0.15638 -1.82339
H -2.37500 -1.67660 2.48215
H 3.72574 1.47089 -3.34450
H -1.46214 2.00680 -1.89418
H 5.37430 -1.91702 -1.53922
H 0.36995 3.24783 1.21279
H -1.94472 2.58368 -0.14033
H -5.15431 -2.42388 0.05199
```

[6]
DFT (ωB97M-V with the def2-TZVPD basis set) results for a molecular structure, C9H21AuINO5P2 at a distorted geometry.

E_HOMO (alpha / beta)   -0.5633 / -0.5906 Eh
Net charge   +2
LUMO (alpha / beta)   -7.153 / -10.254 eV
Spin multiplicity   3
Orbital gap (alpha / beta)   8.2 / 5.8 eV
Strongest force on any atom   3.7 eV/Å
DFT total energy   -1901.912043 a.u.
Energy above the lowest of the compared OMol25 structures with the same formula, charge and spin   0.0 kcal per mole

The geometry in XYZ format:
```
40
C9H21AuINO5P2 ωB97M-V with the def2-TZVPD basis set
Au 0.86714 -0.63980 -0.30248
I 2.74039 -1.77615 -1.65511
P 1.41994 1.50050 0.44353
P -1.23298 -1.60366 -0.62402
O -5.12153 4.08480 1.47927
O 2.43034 -2.53991 1.32320
O -5.25110 4.59792 -0.66936
O -2.75962 2.85893 -1.16647
O -2.95561 2.09762 1.04794
N -4.80288 4.01706 0.30041
C -1.98995 -0.92349 -2.13297
C -2.88240 2.49978 -0.05568
C -1.09794 -3.39418 -0.89136
C 3.12498 -2.80803 0.37247
C 1.11594 2.70762 -0.88367
C 3.18850 1.61974 0.83628
C 0.55444 2.13568 1.90092
C -2.46614 -1.40223 0.68542
C 4.27465 -3.78283 0.33561
H -2.84971 -1.52921 -2.45435
H 5.19798 -3.26457 0.05821
H -2.31505 0.11090 -1.95323
H -2.04293 -3.80536 -1.27329
H 1.60189 3.66924 -0.66379
H -2.69412 -0.33969 0.85536
H -0.29146 -3.59288 -1.60645
H -0.85234 -3.87127 0.06624
H 0.72799 1.44798 2.73908
H 4.38851 -4.22548 1.33840
H 3.49326 2.66883 0.95636
H -1.23265 -0.91071 -2.92736
H -3.39660 -1.93521 0.43036
H 0.93063 3.13486 2.17449
H -0.52926 2.19446 1.72240
H 1.51542 2.30122 -1.82165
H 4.07263 -4.57478 -0.39242
H 0.03507 2.86206 -1.01030
H 3.37527 1.07557 1.77107
H 3.76926 1.15534 0.03103
H -2.05996 -1.82068 1.61593
```

[7]
DFT (ωB97M-V with the def2-TZVPD basis set) results for 5 unconnected molecules or ions with the total composition C9H21B3F7N9O9S.

E_HOMO   -0.3278 Eh
LUMO   0.351 eV
Spin multiplicity   1
Orbital gap   9.3 eV
Strongest force on any atom   0.5 eV/Å
DFT total energy   -2697.745721 a.u.
SMILES   [H]/N=C\CB1OBOB(S(=O)(=O)C(F)(F)C(F)(F)C(F)(F)F)O1.NC(N)=O.NC(N)=O.NC(N)=O.NC(N)=O

The geometry in XYZ format:
```
59
C9H21B3F7N9O9S ωB97M-V with the def2-TZVPD basis set
S -0.54446 0.19539 -0.45996
F 0.68607 -1.69373 -3.16552
F 1.36089 1.66966 -2.62297
F 2.94173 0.17869 -2.51808
F 1.67040 -1.19635 -0.65881
F -0.18428 0.12830 -3.97167
F 1.78504 -0.51065 -4.61123
F 1.93267 0.91993 -0.19751
O -3.34550 4.30944 -3.89141
O -0.78456 1.59828 -0.26534
O 3.29281 -1.48712 3.28789
O -1.12651 -2.94006 2.54341
O 0.36416 -1.21267 1.88838
O -2.66148 -3.73196 5.34673
O -1.29184 -0.56102 -1.42847
O 1.39426 3.20765 -5.35537
O -1.98014 -0.96321 1.56016
N -1.43985 4.10191 -5.12368
N 4.97224 0.03458 3.34002
N 3.24192 4.38028 -4.78553
N 2.83131 3.82163 -6.99119
N -1.67173 -2.96768 7.23561
N 4.23889 -0.84440 1.33254
N -1.58878 3.12592 -3.06034
N -3.44487 -4.44507 7.34873
N -5.23434 -1.11856 1.28957
C 2.42652 3.76994 -5.69079
C 4.11297 -0.81182 2.69247
C 0.94072 -0.44830 -3.57551
C -2.21108 3.87977 -4.01833
C -2.59767 -3.71483 6.56473
C 1.25216 0.04760 -0.95351
C 1.61551 0.37309 -2.43050
C -4.75516 -1.66520 2.32068
C -3.68328 -2.71842 2.40711
B -0.69705 -0.74672 1.20041
B -2.23438 -2.19540 2.17988
B 0.13810 -2.41025 2.58711
H -1.02335 -2.43637 6.68522
H -0.51471 3.71287 -5.20366
H 4.90220 0.08090 4.33899
H 3.60950 -1.44084 0.82836
H 1.02581 -2.91450 3.17536
H 5.65066 0.60086 2.86810
H 4.08984 4.85193 -5.03607
H -1.83340 4.65720 -5.85865
H -3.40688 -4.44798 8.34996
H -1.59895 -2.94538 8.23470
H -5.15603 -1.32739 3.28192
H -2.09569 2.90993 -2.22208
H 2.95079 4.36788 -3.82548
H -0.64870 2.79313 -3.16224
H 3.67161 4.27855 -7.28999
H 4.89854 -0.28737 0.82411
H -4.80039 -1.48253 0.43682
H -3.85681 -3.48238 1.63445
H -4.13212 -5.00630 6.88155
H 2.24594 3.37444 -7.67199
H -3.69929 -3.21531 3.38089
```

[8]
DFT (ωB97M-V with the def2-TZVPD basis set) results for a molecular structure, C9H21BClN2OPV at a distorted geometry.

E_HOMO (alpha / beta)   -0.5934 / -0.5934 Eh
Net charge   +2
LUMO (alpha / beta)   -8.879 / -9.689 eV
Spin multiplicity   4
Orbital gap (alpha / beta)   7.3 / 6.5 eV
Strongest force on any atom   9.2 eV/Å
DFT total energy   -2309.926027 a.u.

The geometry in XYZ format:
```
37
C9H21BClN2OPV ωB97M-V with the def2-TZVPD basis set
V -0.00347 -0.13637 0.46297
Cl 2.16608 1.43978 5.35184
P -1.94964 -0.79934 -0.66009
O 0.17477 -2.77665 1.90419
N 1.20715 1.10490 1.52841
N 1.60787 -0.54825 -1.70418
C 3.25948 2.24017 3.00456
C 3.23445 2.37104 1.61881
C 0.18352 -1.80656 1.22918
C 1.15798 1.03587 2.88757
C -3.56726 0.01703 -0.56162
C -2.41566 -2.50267 -0.16606
C 2.20395 1.58120 3.65035
C 2.19575 1.78382 0.88447
C -1.83336 -1.12228 -2.47336
B 1.07543 0.77643 -2.42410
H 1.90604 1.66916 -2.37269
H -4.29791 -0.56264 -1.14150
H 2.13227 1.86459 -0.19718
H 4.00909 2.91287 1.07611
H 1.67108 -1.34382 -2.33218
H -1.48490 -0.23648 -3.01069
H -3.27562 -2.82747 -0.77018
H -2.69773 -2.53127 0.89288
H -1.58575 -3.20142 -0.31980
H -2.82941 -1.39950 -2.83902
H 0.69066 0.45446 -3.53593
H 0.29909 0.54850 3.34881
H -3.50316 1.03546 -0.95543
H -3.88501 0.06457 0.48601
H 4.07960 2.64553 3.58625
H -0.90994 0.47190 -0.87959
H 0.09022 1.20550 -1.77236
H 2.55338 -0.42327 -1.31030
H -1.47127 -0.21013 1.10168
H -1.13947 -1.94577 -2.68212
H 0.95173 -0.84889 -0.90572
```